Entry 1:
{"formula": "C14H29BrCl2INO4P", "method": "wB97M-V/def2-TZVPD", "total_energy_ha": -5039.66741, "e_homo_ev": -10.9640, "total_charge": 1, "homo_lumo_gap_ev": 7.432, "elements": ["I", "Br", "Cl", "Cl", "P", "O", "O", "O", "O", "N", "C", "C", "C", "C", "C", "C", "C", "C", "C", "C", "C", "C", "C", "C", "H", "H", "H", "H", "H", "H", "H", "H", "H", "H", "H", "H", "H", "H", "H", "H", "H", "H", "H", "H", "H", "H", "H", "H", "H", "H", "H", "H", "H"], "coordinates": [[2.18, 0.32, -2.01], [6.47, 1.86, 3.02], [-2.18, 0.73, 0.93], [1.94, -0.17, 1.54], [-5.54, -3.79, -1.44], [-5.37, -2.68, -2.74], [-5.98, -4.69, -0.04], [-4.98, -4.98, -2.19], [-4.36, -3.01, -0.62], [3.38, 2.76, -0.80], [6.62, 1.80, 1.02], [-6.52, -2.57, -3.59], [1.80, 3.17, 1.45], [0.61, 0.96, 0.98], [3.35, 2.86, 1.66], [4.07, 2.22, 0.40], [-0.53, -1.36, 0.34], [1.97, 2.21, -0.99], [-0.57, 0.20, 0.20], [1.09, 2.29, 0.30], [-4.75, -2.11, 0.41], [6.65, 0.32, 0.48], [-7.28, -4.43, 0.51], [5.58, 2.75, 0.32], [7.64, 2.24, 0.81], [5.67, 3.81, 0.68], [-6.29, -1.88, -4.39], [-1.35, -1.76, -0.33], [-5.77, -1.75, 0.27], [-4.07, -1.26, 0.40], [1.52, 2.92, -1.75], [-0.61, 0.52, -0.88], [0.16, 2.87, 0.04], [7.63, 0.09, -0.01], [3.87, 2.53, -1.68], [3.53, 2.22, 2.57], [4.10, 1.10, 0.41], [1.30, 2.98, 2.45], [-7.37, -2.19, -3.02], [0.11, 1.28, 1.95], [-7.92, -3.88, -0.19], [6.45, -0.39, 1.33], [5.85, 2.79, -0.79], [-4.67, -2.61, 1.38], [-7.18, -3.85, 1.43], [-7.76, -5.38, 0.75], [3.34, 3.79, -0.70], [-6.77, -3.55, -4.02], [5.85, 0.15, -0.31], [-0.82, -1.70, 1.38], [3.87, 3.83, 1.88], [1.60, 4.24, 1.19], [0.42, -1.84, -0.03]]}


Entry 2:
{"formula": "C4H5NO", "method": "wB97M-V/def2-TZVPD", "relative_energy_kcal_mol": 60.9, "total_energy_ha": -285.31755, "e_homo_ev": -8.8348, "homo_lumo_gap_ev": 9.483, "elements": ["O", "N", "C", "C", "C", "C", "H", "H", "H", "H", "H"], "coordinates": [[-0.51, 1.28, -1.15], [2.55, 0.78, 0.70], [1.55, 0.19, 0.71], [-0.34, -1.01, -0.51], [0.31, -0.48, 0.71], [-0.88, 0.32, -0.23], [-0.01, -0.91, 1.67], [-0.78, 2.17, -0.88], [-1.24, 0.57, 0.74], [0.31, -1.03, -1.37], [-0.97, -1.88, -0.38]]}


Entry 3:
{"formula": "C2H10N2O2", "method": "wB97M-V/def2-TZVPD", "relative_energy_kcal_mol": 41.6, "total_energy_ha": -342.12753, "e_homo_ev": -9.6412, "homo_lumo_gap_ev": 10.296, "elements": ["O", "O", "N", "N", "C", "C", "H", "H", "H", "H", "H", "H", "H", "H", "H", "H"], "coordinates": [[-0.75, -1.11, -0.05], [1.47, -0.10, -1.64], [1.98, 0.08, 0.76], [-1.81, 0.81, 0.91], [-1.89, -0.19, -0.09], [1.62, 0.79, -0.50], [-0.93, 0.66, 1.48], [2.27, 1.61, -0.81], [-0.95, -1.86, -0.57], [-2.60, 0.72, 1.50], [2.81, -0.50, 0.61], [1.22, -0.53, 0.98], [-2.72, -0.88, 0.13], [-2.02, 0.12, -1.17], [0.83, 1.42, -0.35], [1.47, -1.05, -1.20]]}


Entry 4:
{"formula": "C26H43N3P2Pm", "method": "wB97M-V/def2-TZVPD", "multiplicity": 5, "total_energy_ha": -2471.53535, "e_homo_ev": [-10.7374, -10.7467], "total_charge": 1, "homo_lumo_gap_ev": [7.738, 7.932], "elements": ["Pm", "P", "P", "N", "N", "N", "C", "C", "C", "C", "C", "C", "C", "C", "C", "C", "C", "C", "C", "C", "C", "C", "C", "C", "C", "C", "C", "C", "C", "C", "C", "C", "H", "H", "H", "H", "H", "H", "H", "H", "H", "H", "H", "H", "H", "H", "H", "H", "H", "H", "H", "H", "H", "H", "H", "H", "H", "H", "H", "H", "H", "H", "H", "H", "H", "H", "H", "H", "H", "H", "H", "H", "H", "H", "H"], "coordinates": [[-0.17, 0.16, 2.09], [-1.14, -0.11, -0.31], [1.82, 1.33, 0.78], [-0.87, 2.04, 2.93], [-1.79, 2.42, 7.20], [-1.64, 3.38, 4.86], [2.50, 2.57, 1.92], [-1.20, 1.85, -5.79], [-1.71, 2.83, 6.09], [-1.92, -0.74, 4.64], [0.32, -0.65, -6.41], [0.05, 2.21, -4.97], [-0.98, -1.36, -5.96], [-0.68, -1.35, 4.09], [-1.95, -0.52, -5.18], [-2.05, 0.81, -5.12], [-1.14, -1.71, -1.14], [0.70, 2.11, -0.43], [-1.22, 2.66, 3.88], [-0.64, -2.28, 3.00], [2.99, -1.35, 3.30], [1.03, 0.27, 5.20], [-0.18, 1.12, -1.25], [0.73, -2.39, 2.57], [-1.80, -2.98, 2.41], [1.52, -1.51, 3.38], [1.00, 1.09, -4.66], [1.12, -0.10, -5.26], [3.12, 0.38, -0.04], [0.66, -0.88, 4.32], [-2.84, 0.49, 0.00], [1.24, -3.29, 1.51], [-3.24, 0.41, -1.03], [1.08, -0.11, 6.23], [-1.46, -1.40, -2.15], [1.43, 2.62, -1.07], [-0.11, -2.13, -1.10], [-2.07, -1.18, 5.64], [-1.46, -1.80, -6.85], [3.36, -0.32, 3.46], [-1.80, 2.77, -5.86], [-3.36, -0.19, 0.72], [-1.86, -2.37, -0.60], [0.58, 3.03, -5.49], [-1.92, 0.35, 4.83], [2.06, -2.88, 0.90], [-0.96, 1.65, -1.80], [-2.71, -2.37, 2.29], [3.85, 0.07, 0.74], [-2.72, -1.12, -4.67], [0.31, 1.10, 5.26], [-2.84, -0.93, 4.05], [3.05, 3.20, 1.19], [-0.70, -2.21, -5.32], [1.72, 1.34, -3.86], [-2.88, 1.25, -4.54], [1.65, -4.21, 1.98], [1.67, 3.11, 2.44], [3.43, -1.69, 2.34], [0.45, 0.50, -1.92], [0.94, -1.43, -6.89], [-2.81, 1.52, 0.42], [-1.60, -3.45, 1.43], [1.91, -0.78, -4.92], [-0.27, 2.64, -4.00], [3.46, -1.96, 4.09], [2.66, -0.53, -0.51], [3.49, 1.11, -0.78], [-0.92, 1.59, -6.82], [-2.08, -3.80, 3.10], [0.08, 2.85, 0.13], [0.47, -3.63, 0.80], [0.10, 0.09, -7.19], [2.00, 0.75, 4.96], [3.15, 2.06, 2.67]]}


Entry 5:
{"formula": "C6H29NO9", "method": "wB97M-V/def2-TZVPD", "relative_energy_kcal_mol": 89.8, "total_energy_ha": -977.85868, "e_homo_ev": -9.0213, "homo_lumo_gap_ev": 8.970, "elements": ["O", "O", "O", "O", "O", "O", "O", "O", "O", "N", "C", "C", "C", "C", "C", "C", "H", "H", "H", "H", "H", "H", "H", "H", "H", "H", "H", "H", "H", "H", "H", "H", "H", "H", "H", "H", "H", "H", "H", "H", "H", "H", "H", "H", "H"], "coordinates": [[-0.82, 0.66, -2.00], [2.12, 2.70, -4.52], [-0.97, -1.92, -3.27], [1.56, 0.92, 0.40], [-2.59, 1.74, -4.20], [-0.04, -3.41, 4.53], [-2.19, 0.52, 0.39], [0.21, 0.62, -4.85], [0.99, 3.55, -1.86], [-0.40, -1.60, 2.23], [-1.15, -1.52, 3.47], [2.47, 1.02, -0.65], [0.20, -0.29, 1.91], [-1.29, -2.87, 4.16], [0.49, -2.85, 5.70], [1.02, -0.35, 0.62], [1.60, 2.81, -3.71], [1.52, -3.17, 5.81], [-0.50, 1.18, -5.17], [0.27, -0.56, -0.16], [0.47, -1.75, 5.73], [-0.66, -0.84, 4.19], [-1.94, -0.34, 0.76], [-0.09, -3.19, 6.57], [0.95, -0.07, 2.69], [0.41, -2.20, 2.42], [-3.54, 1.90, -4.09], [2.83, 3.34, -4.47], [-0.60, 0.44, 1.89], [1.03, 4.48, -2.10], [0.96, 1.22, -4.72], [2.01, 0.91, -1.64], [0.00, 1.16, -2.00], [-1.87, -3.61, 3.61], [-0.48, -1.19, -3.67], [-1.32, 1.01, -2.76], [0.84, 3.54, -0.90], [-1.95, -2.77, 5.03], [-2.13, -1.08, 3.30], [-1.25, -1.57, -2.42], [3.23, 0.23, -0.61], [1.76, -1.15, 0.68], [-1.77, 0.54, -0.51], [3.00, 1.97, -0.68], [-2.43, 1.83, -5.14]]}


Entry 6:
{"formula": "C18H28BBaBr14O8", "method": "wB97M-V/def2-TZVPD", "relative_energy_kcal_mol": 117.5, "total_energy_ha": -37390.93768, "e_homo_ev": -10.8618, "total_charge": 1, "homo_lumo_gap_ev": 3.278, "elements": ["Ba", "Br", "Br", "Br", "Br", "Br", "Br", "Br", "Br", "Br", "Br", "Br", "Br", "Br", "Br", "O", "O", "O", "O", "O", "O", "O", "O", "C", "C", "C", "C", "C", "C", "C", "C", "C", "C", "C", "C", "C", "C", "C", "C", "C", "C", "B", "H", "H", "H", "H", "H", "H", "H", "H", "H", "H", "H", "H", "H", "H", "H", "H", "H", "H", "H", "H", "H", "H", "H", "H", "H", "H", "H", "H"], "coordinates": [[-4.87, -6.66, -5.04], [-5.41, 1.99, -3.24], [1.99, -5.20, 5.17], [1.60, 5.07, -3.92], [4.50, 2.12, 1.03], [-0.01, -6.32, 2.20], [4.72, -3.18, -2.77], [4.96, 5.43, 4.30], [-1.29, 6.68, -0.80], [3.43, -6.62, -2.86], [-5.78, 1.92, 1.36], [2.40, -0.44, -8.40], [-0.89, 4.42, 6.35], [-0.15, 1.03, -5.55], [-1.87, 0.03, 6.49], [-0.63, -1.87, -0.07], [0.52, -1.04, 1.63], [-1.50, 0.08, -1.02], [-0.42, 1.51, 0.51], [-1.82, -3.69, -3.74], [-4.15, -3.73, -1.94], [-1.05, -2.02, -2.37], [-2.94, -1.99, -0.99], [-6.30, 1.70, -1.50], [-0.72, 5.94, -2.54], [3.76, -4.22, -1.34], [-3.13, -2.96, -1.84], [2.58, 0.70, -6.77], [4.14, 3.14, 2.79], [-5.53, 2.56, -0.51], [0.64, 5.22, -2.31], [-0.20, -0.88, 0.68], [-1.86, -2.97, -2.79], [-2.27, 1.92, 6.51], [-1.14, 2.58, 5.72], [-0.62, -5.50, 3.93], [5.13, 4.31, 2.69], [4.13, -5.66, -1.24], [-0.66, 0.43, 0.02], [0.17, -6.04, 5.10], [1.70, 0.23, -5.53], [-1.59, -1.42, -1.10], [2.45, 1.75, -7.04], [-0.52, -4.42, 4.05], [-6.13, 0.66, -1.22], [5.22, -5.64, -1.20], [3.62, 0.48, -6.53], [1.64, -0.86, -5.52], [6.15, 3.94, 2.72], [-4.50, 2.22, -0.60], [-3.24, 2.10, 6.06], [0.15, -7.13, 5.13], [-7.36, 1.94, -1.49], [4.20, -3.92, -0.39], [0.43, 4.24, -1.90], [4.88, 4.84, 1.77], [-0.38, -5.67, 5.96], [2.11, 0.63, -4.60], [-1.70, -5.63, 4.02], [4.31, 2.48, 3.64], [3.78, -6.18, -0.35], [-1.46, 2.58, 4.68], [3.07, 3.34, 2.84], [2.69, -4.01, -1.42], [-0.76, 6.77, -3.24], [-2.14, 2.25, 7.54], [1.23, 5.78, -1.59], [-1.49, 5.23, -2.82], [-5.60, 3.64, -0.59], [-0.22, 2.00, 5.80]]}


Question: Number 5 is which compound?
Answer: C6H29NO9